{"formula": "C48H41BNO6P2TeTi", "method": "wB97M-V/def2-TZVPD", "spin_multiplicity": 2, "max_force_ev_per_a": 2.5, "e_homo_ev": [-7.00, -7.06], "species": ["Ti", "Te", "C", "C", "C", "N", "C", "C", "C", "P", "C", "C", "C", "C", "C", "C", "C", "C", "C", "C", "C", "C", "P", "C", "C", "C", "C", "C", "C", "C", "C", "C", "C", "C", "C", "H", "H", "H", "H", "H", "H", "H", "H", "H", "H", "H", "H", "H", "H", "H", "H", "H", "H", "H", "H", "H", "H", "H", "H", "O", "C", "O", "C", "C", "C", "C", "O", "C", "O", "C", "C", "H", "H", "H", "H", "H", "C", "C", "C", "C", "C", "C", "C", "C", "O", "B", "O", "C", "C", "H", "H", "H", "H", "H", "H", "H", "H", "H", "H", "H", "H"], "xyz": [[-0.07341, -0.54528, -0.04792], [3.50587, -1.56603, 3.55153], [2.96440, -3.40092, 4.50374], [2.14837, -3.41361, 5.62672], [1.68709, -4.63464, 6.10170], [1.98759, -5.80522, 5.54281], [2.79221, -5.78393, 4.48097], [3.30631, -4.61860, 3.92917], [1.78964, -1.72641, 2.30146], [0.52392, -0.43305, 2.43763], [0.51420, 0.19848, 4.15539], [1.39522, 1.23914, 4.45724], [1.52659, 1.70042, 5.75557], [0.77076, 1.13037, 6.77011], [-0.13634, 0.12526, 6.47148], [-0.27356, -0.33634, 5.16815], [-1.04867, -1.42365, 2.50130], [-1.09540, -2.70559, 3.04329], [-2.29392, -3.39518, 3.11187], [-3.46236, -2.81352, 2.63294], [-3.44126, -1.51888, 2.14023], [-2.24066, -0.82376, 2.09135], [2.06264, -1.86834, 0.50556], [3.58077, -2.85200, 0.23781], [3.59425, -4.22625, 0.02661], [4.80158, -4.89599, -0.12857], [6.00063, -4.20135, -0.08956], [5.99384, -2.82423, 0.08294], [4.79161, -2.15520, 0.23693], [0.77708, -3.13294, 0.04058], [0.44458, -4.19563, 0.88028], [-0.53810, -5.09548, 0.51427], [-1.22673, -4.93139, -0.68521], [-0.88683, -3.90405, -1.54409], [0.12818, -3.01805, -1.19344], [1.85683, -2.48945, 6.11127], [1.03978, -4.67678, 6.97237], [3.03530, -6.75016, 4.04935], [3.94591, -4.65940, 3.05540], [1.97706, 1.68649, 3.66008], [2.22439, 2.49783, 5.97731], [0.88421, 1.47411, 7.79062], [-0.74765, -0.30685, 7.25402], [-0.99241, -1.11351, 4.95472], [-0.17947, -3.13923, 3.43014], [-2.31736, -4.39031, 3.53937], [-4.39309, -3.36650, 2.65363], [-4.35643, -1.05307, 1.79711], [-2.23474, 0.21545, 1.77867], [2.67088, -4.78525, -0.01438], [4.79959, -5.96770, -0.28416], [6.93869, -4.72975, -0.20495], [6.92444, -2.27131, 0.09833], [4.78264, -1.07840, 0.35198], [0.97826, -4.30502, 1.81799], [-0.78148, -5.92072, 1.17247], [-2.02419, -5.61305, -0.95261], [-1.40044, -3.79621, -2.49047], [0.46505, -2.27474, -1.91301], [-3.64985, -1.44408, -1.48068], [-2.88508, -0.54127, -1.25757], [-1.67374, -0.73575, -0.73153], [-3.19220, 0.88087, -1.60816], [-2.59240, 1.94611, -0.95210], [-2.84116, 3.26784, -1.32434], [-3.70436, 3.46157, -2.37150], [-4.09491, 4.63791, -2.94086], [-4.98402, 4.29430, -4.00243], [-5.13271, 2.87769, -4.01115], [-4.32553, 2.40041, -3.01500], [-4.09906, 1.10098, -2.65423], [-1.91516, 1.76117, -0.12907], [-2.36965, 4.10370, -0.82529], [-4.56406, 4.62677, -4.95471], [-5.95354, 4.76566, -3.83452], [-4.57142, 0.26686, -3.15514], [0.94093, 6.11008, -5.90614], [-0.31480, 5.41309, -5.36419], [-1.37177, 6.46973, -5.00144], [-0.89174, 4.53019, -6.47278], [0.04322, 4.60698, -4.11518], [0.51613, 5.27967, -2.98225], [0.83209, 4.62716, -1.79559], [0.66202, 3.26082, -1.77369], [0.84966, 2.37047, -0.74546], [0.48747, 1.10737, -1.24403], [0.13301, 1.24349, -2.59515], [0.21829, 2.57783, -2.89122], [-0.09993, 3.21967, -4.06855], [0.69678, 6.66846, -6.81326], [1.71281, 5.37734, -6.14990], [1.35580, 6.80928, -5.17862], [-1.69659, 7.00278, -5.89843], [-0.97994, 7.20499, -4.29793], [-2.24237, 5.99518, -4.54230], [-1.18259, 5.15474, -7.31901], [-1.77968, 3.99252, -6.13131], [-0.15789, 3.80421, -6.82919], [0.63805, 6.35488, -3.01899], [1.18013, 5.16770, -0.92478], [-0.46609, 2.64598, -4.90844]]}